(1)
C9HO3 | wB97M-V/def2-TZVPD

The geometry in XYZ format:
```
13
Properties=species:S:1:pos:R:3
C 2.92925 -0.94162 -0.43294
C 2.38342 -0.97634 1.08688
C 0.87891 0.77431 2.70963
C 1.95312 -0.03576 -0.68614
C 0.84919 0.57818 -0.88628
C 0.40808 0.61809 1.38011
C 2.92436 -2.15814 1.97099
C 1.45290 -0.19375 1.88859
C 0.00020 0.90950 0.05727
O 3.97309 -1.64353 2.33213
O 2.36604 -3.21855 2.36960
O -1.20426 1.44687 -0.25959
H -1.20892 1.76300 -1.17509
```

Output
Frontier orbital gap = 7.374 eV
2S+1 = 1
Total charge = -1

---

(2)
CBr2F2 | wB97M-V/def2-TZVPD

The geometry in XYZ format:
```
5
Properties=species:S:1:pos:R:3
C -0.23106 0.17434 -0.26081
F 1.10461 -0.77691 1.47493
F -0.67393 0.82651 0.76632
Br 1.18366 0.86294 -1.10220
Br -1.38328 -1.08688 -0.87823
```

Output
Frontier orbital gap (spin up / spin down) = 7.795 / 7.582 eV
2S+1 = 1
Energy relative to the best compared isomer or geometry (same formula, charge and spin) = 78.4 kcal per mole

---

(3)
CBr2S | wB97M-V/def2-TZVPD

The geometry in XYZ format:
```
4
Properties=species:S:1:pos:R:3
C -0.26484 -1.10667 -0.68481
S 1.20262 -0.99288 -0.04616
Br 4.76752 0.13183 -0.04198
Br -1.90529 -1.17041 -0.00826
```

Output
Frontier orbital gap (spin up / spin down) = 7.639 / 6.514 eV
2S+1 = 3
Energy relative to the best compared isomer or geometry (same formula, charge and spin) = 0.0 kcal per mole

---

(4)
CBrCl2NO2 | wB97M-V/def2-TZVPD

The geometry in XYZ format:
```
7
Properties=species:S:1:pos:R:3
C 1.59981 -0.34460 0.00998
N -2.03572 0.29717 0.12254
O -2.08583 -0.78950 0.57004
O -2.77944 1.17186 -0.13377
Cl 1.89866 -1.28272 -1.40369
Cl 2.91388 -0.18536 1.08765
Br 0.48865 1.13316 -0.25276
```

Output
Frontier orbital gap (spin up / spin down) = 7.656 / 8.543 eV
2S+1 = 1
Energy relative to the best compared isomer or geometry (same formula, charge and spin) = 43.8 kcal per mole

---

(5)
CBrClFIO2S | wB97M-V/def2-TZVPD

The geometry in XYZ format:
```
8
Properties=species:S:1:pos:R:3
C -0.89831 0.03280 0.32839
O 1.83678 -0.54840 0.58164
O 1.32935 1.27246 -1.01478
F -1.71345 0.57361 -0.59622
S 0.95487 0.09369 -0.38230
Cl -1.47366 -1.40445 0.96189
Br 0.43873 -1.41084 -1.79419
I -0.47430 1.39114 1.91557
```

Output
Frontier orbital gap = 9.860 eV
2S+1 = 1
Energy relative to the best compared isomer or geometry (same formula, charge and spin) = 0.8 kcal per mole

---

(6)
CBrF2NO2 | wB97M-V/def2-TZVPD

The geometry in XYZ format:
```
7
Properties=species:S:1:pos:R:3
C 0.19640 -0.70347 -0.02534
N -0.16410 0.65661 0.08102
O -0.35487 1.16240 1.16104
O -0.24419 1.12198 -1.01296
F 0.38478 -1.30113 -1.11737
F 0.11798 -1.46957 0.97530
Br 3.10389 0.24137 0.04144
```

Output
Frontier orbital gap (spin up / spin down) = 8.677 / 6.266 eV
2S+1 = 1
Energy relative to the best compared isomer or geometry (same formula, charge and spin) = 66.1 kcal per mole

---

(7)
CBrIN4 | wB97M-V/def2-TZVPD

The geometry in XYZ format:
```
7
Properties=species:S:1:pos:R:3
C 0.07471 -0.74566 -1.56847
N -0.59505 0.05892 -1.97109
N 0.41949 0.63023 0.85078
N -1.00576 -0.44371 2.18832
N -0.46543 0.26619 1.54324
Br 1.02280 -2.16526 -1.06125
I 0.54924 2.39928 0.01847
```

Output
Frontier orbital gap = 8.760 eV
2S+1 = 1
Energy relative to the best compared isomer or geometry (same formula, charge and spin) = 36.1 kcal per mole

---

(8)
CBrN3O2 | wB97M-V/def2-TZVPD

The geometry in XYZ format:
```
7
Properties=species:S:1:pos:R:3
C -1.57625 -0.67105 0.02786
N -2.08980 -1.70826 0.04888
N 0.94964 -0.34088 -0.07522
N 0.36572 0.70832 0.03570
O -1.10827 0.52069 0.02487
O 0.63746 1.84927 0.00479
Br 2.82151 -0.35808 -0.06688
```

Output
Frontier orbital gap (spin up / spin down) = 7.365 / 6.520 eV
2S+1 = 3
Energy relative to the best compared isomer or geometry (same formula, charge and spin) = 32.3 kcal per mole

---

(9)
CCl4O2P | wB97M-V/def2-TZVPD

The geometry in XYZ format:
```
8
Properties=species:S:1:pos:R:3
C 0.49293 -0.68861 0.61763
O -0.26778 1.93994 0.72112
O -1.81590 -0.52896 -2.17656
P -0.06792 0.87866 -0.27416
Cl 1.96893 -0.41614 1.54017
Cl -0.84302 -1.01322 1.69418
Cl 0.69363 -1.98271 -0.53087
Cl 1.64326 1.26924 -1.28038
```

Output
Frontier orbital gap (spin up / spin down) = 6.696 / 6.696 eV
2S+1 = 1
Energy relative to the best compared isomer or geometry (same formula, charge and spin) = 159.3 kcal per mole
Total charge = -1

---

(10)
CClFN2O3 | wB97M-V/def2-TZVPD

The geometry in XYZ format:
```
8
Properties=species:S:1:pos:R:3
O -3.32751 -0.48172 -0.23654
N -2.31516 0.06154 -0.28688
O -1.70648 0.49036 -1.16329
Cl -1.43833 -0.04896 1.41338
O 3.31821 0.68019 1.14265
N 2.63557 0.08611 0.39827
C 1.64713 0.09442 -0.29600
F 1.18658 -0.88195 -0.97159
```

Output
Frontier orbital gap (spin up / spin down) = 8.731 / 8.729 eV
2S+1 = 1
Energy relative to the best compared isomer or geometry (same formula, charge and spin) = 56.3 kcal per mole
SMILES = O=[N+]([O-])Cl.[O-][N+]#CF

---

| no. | DFT total energy (eV) |
| --- | --- |
| 1 | -15482.8012 |
| 2 | -146552.8218 |
| 3 | -151953.4995 |
| 4 | -101703.7833 |
| 5 | -109348.1985 |
| 6 | -82093.1824 |
| 7 | -85136.3036 |
| 8 | -79634.8601 |
| 9 | -64508.2307 |
| 10 | -25390.8242 |